*a*
The following is a quantum chemistry calculation of an isolated ion of composition C5H10NO and charge +1, from the Open Molecules 2025 dataset.

Frontier orbital gap = 10.85 eV
Multiplicity = 1
Total charge = +1
E_HOMO = -15.705 eV
Structure (SMILES) = C=[N+](C)C(=O)CC

Element x y z (Å)
O 0.4679 -1.3805 1.4296
N -1.2879 -0.5712 0.1646
C -1.8233 0.3894 -0.8433
C 1.1336 0.2743 -0.2905
C 2.4638 -0.3242 -0.6469
C -2.0247 -1.3788 0.8138
C 0.3981 -0.6652 0.5560
H 1.2823 1.1659 0.1554
H 0.4375 0.3249 -1.1556
H 2.8569 0.4798 -1.1396
H 2.4292 -1.2871 -1.2195
H 3.1392 -0.4740 0.2000
H -1.7534 -1.9922 1.7540
H -3.0855 -1.1464 0.6116
H -2.9274 0.6210 -0.6362
H -1.8937 -0.1942 -1.7680
H -1.3686 1.3131 -0.9350

*b*
The following is a quantum chemistry calculation of an isolated ion of composition C5H10NO and charge +1, from the Open Molecules 2025 dataset.

Frontier orbital gap = 12.03 eV
Multiplicity = 1
Total charge = +1
E_HOMO = -15.214 eV
Structure (SMILES) = C[C@]12C[N@H+]1CCO2

Element x y z (Å)
O -0.1298 1.3942 0.2393
N -0.1645 -0.8672 -0.2934
C 2.0239 0.5094 -0.3936
C -1.4853 -0.4018 -0.5134
C 0.4267 -0.9617 0.9937
C -1.5009 0.9181 0.3107
C 0.6637 0.2782 0.1757
H -2.2164 -1.0196 -0.2053
H -1.9582 0.9259 1.2770
H -1.9231 1.7575 -0.3519
H -0.4469 -0.9284 1.6711
H 1.1089 -1.7719 1.2596
H -1.6346 -0.2098 -1.6509
H 2.3109 1.5298 -0.0570
H 2.7476 -0.2331 0.0105
H 2.0931 0.5271 -1.4148
H 0.0849 -1.4469 -1.0574

*c*
The following is a quantum chemistry calculation of C5H10NO as an isolated structure, from the Open Molecules 2025 dataset.

Frontier orbital gap = 8.64 eV
Multiplicity = 1
Total charge = +1
E_HOMO = -13.395 eV

Element x y z (Å)
O 2.0379 0.5943 -0.5531
N 2.4830 -0.5798 0.9430
C 1.4030 -0.2103 0.3159
C 3.2557 0.2698 -0.0692
C -2.2947 -0.4869 -0.2429
C -2.5302 0.7205 0.6881
C -1.5811 -0.4249 -1.3063
H -2.8164 1.5852 0.1340
H -2.9458 -1.3903 -0.0326
H -1.0799 0.5267 -1.7009
H 3.7488 1.1154 0.3032
H 2.7174 -1.1742 1.7281
H -3.3347 0.5429 1.2872
H 0.2828 -0.3882 0.4383
H 3.8196 -0.3236 -0.9160
H -1.5713 -1.1767 -2.1593
H -1.5943 0.8002 1.1426

The structure with the least stability is *c*.

*a*
The following is a quantum chemistry calculation of an isolated ion of composition C3H4NO and charge -1, from the Open Molecules 2025 dataset.

Frontier orbital gap = 5.36 eV
Multiplicity = 1
Total charge = -1
E_HOMO = -1.273 eV
Structure (SMILES) = C#CCN[O-]

Element x y z (Å)
O -0.0565 2.0806 1.3429
N -0.6962 1.0834 0.5448
C 0.3589 0.5127 -0.1907
C 0.4533 -0.9177 -0.2556
C 0.0692 -2.0310 -0.4692
H -0.2099 -3.0105 -0.8010
H 0.0986 0.6400 -1.3353
H 1.1823 1.1777 0.0154
H -1.1997 0.4649 1.1487

*b*
The following is a quantum chemistry calculation of an isolated ion of composition C3H4NO and charge -1, from the Open Molecules 2025 dataset.

Frontier orbital gap = 5.74 eV
Multiplicity = 1
Total charge = -1
E_HOMO = -1.671 eV
Structure (SMILES) = C#CCN[O-]

Element x y z (Å)
O -2.1231 1.3943 0.2092
N -1.3853 0.2526 -0.3513
C 0.0339 0.5537 -0.0585
C 1.5426 -1.5319 -0.1121
C 1.0426 -0.4203 -0.2479
H -1.7830 -0.5287 0.2082
H 0.2726 1.0314 0.9298
H 0.0882 1.4380 -0.7922
H 2.3114 -2.1891 0.2148

The structure with the least stability is *a*.